# C6H12O

One molecule with the formula C6H12O (ωB97M-V with the def2-TZVPD basis set, OMol25).

The geometry in XYZ format:
```
19
Properties=species:S:1:pos:R:3
C 2.14 0.28 -0.26
C 0.64 0.07 -0.46
C 0.34 -0.77 -1.71
C 0.04 -0.61 0.75
O -0.03 0.12 1.96
C -1.26 -0.23 1.32
C -2.09 0.94 0.82
H 2.59 0.78 -1.13
H 2.32 0.91 0.63
H 2.66 -0.67 -0.11
H 0.17 1.05 -0.57
H 0.77 -1.77 -1.62
H 0.77 -0.30 -2.61
H -0.74 -0.88 -1.87
H 0.38 -1.64 0.88
H -1.81 -1.01 1.85
H -2.00 1.09 -0.26
H -1.73 1.84 1.32
H -3.15 0.80 1.05
```

Its net charge is 0. The structure (SMILES) is CC(C)[C@H]1O[C@H]1C. The LUMO energy comes out at 1.11 eV. The value obtained for the largest force on an atom is 0.3 eV/A. The energy above the lowest of the compared OMol25 structures with the same formula, charge and spin is 1.161 eV.

# C6H12O

One molecule with the formula C6H12O (ωB97M-V with the def2-TZVPD basis set, OMol25).

The geometry in XYZ format:
```
19
Properties=species:S:1:pos:R:3
C 2.58 -0.62 -0.01
O 1.20 -0.88 -0.11
C 0.39 0.12 0.44
C -0.02 1.36 -0.40
C -1.42 1.22 0.23
C -1.09 -0.25 0.57
C -1.56 -1.25 -0.48
H 2.87 -0.37 1.02
H 2.89 0.20 -0.67
H 3.10 -1.53 -0.32
H 0.80 0.45 1.41
H 0.52 2.30 -0.24
H -0.02 1.13 -1.47
H -2.29 1.39 -0.41
H -1.53 1.83 1.13
H -1.39 -0.60 1.57
H -2.65 -1.35 -0.45
H -1.27 -0.92 -1.49
H -1.10 -2.23 -0.32
```

Its net charge is 0. The structure (SMILES) is CO[C@H]1CC[C@H]1C. The LUMO energy comes out at 1.13 eV. The value obtained for the largest force on an atom is 0.3 eV/A. The energy above the lowest of the compared OMol25 structures with the same formula, charge and spin is 1.342 eV.

# C6H12O

A 2-piece molecular cluster, C6H12O overall in a non-equilibrium geometry (ωB97M-V with the def2-TZVPD basis set, OMol25).

The geometry in XYZ format:
```
19
Properties=species:S:1:pos:R:3
C -1.00 -1.46 0.15
C -1.24 0.02 -0.17
C -1.62 0.72 0.89
C 0.38 0.43 -1.98
C -0.89 0.35 -1.59
C -2.06 0.41 -2.53
H -0.33 -1.94 -0.57
H -1.82 -2.18 0.19
H -0.46 -1.52 1.09
H -1.77 1.79 0.93
H -1.80 0.20 1.82
H 0.66 0.29 -3.02
H 1.25 0.60 -1.36
H -3.03 0.53 -2.04
H -2.11 -0.46 -3.20
H -1.96 1.36 -3.05
H 4.81 -0.93 3.77
H 5.84 0.21 3.96
O 4.96 -0.06 4.16
```

Its net charge is 0. The structure (SMILES) is C=C(C)C(=C)C.O. The LUMO energy comes out at 0.92 eV. The value obtained for the largest force on an atom is 1.4 eV/A. The energy above the lowest of the compared OMol25 structures with the same formula, charge and spin is 2.255 eV.

# C6H12O

One molecule with the formula C6H12O (ωB97M-V with the def2-TZVPD basis set, OMol25).

The geometry in XYZ format:
```
19
Properties=species:S:1:pos:R:3
C -0.81 -1.66 0.03
C -0.55 -0.25 -0.54
C -1.44 0.82 0.16
C -0.45 1.53 1.10
O 0.87 1.15 0.75
C 0.83 0.44 -0.48
C 2.09 -0.39 -0.56
H -1.86 -1.88 -0.19
H -0.23 -2.45 -0.45
H -0.70 -1.75 1.12
H -0.77 -0.33 -1.61
H -2.23 0.36 0.76
H -1.89 1.46 -0.61
H -0.59 1.13 2.11
H -0.48 2.63 1.16
H 0.83 1.16 -1.32
H 2.12 -1.12 0.25
H 2.19 -0.89 -1.53
H 2.95 0.28 -0.44
```

Its net charge is 0. The structure (SMILES) is C[C@@H]1OCC[C@@H]1C. The LUMO energy comes out at 1.07 eV. The value obtained for the largest force on an atom is 0.6 eV/A. The energy above the lowest of the compared OMol25 structures with the same formula, charge and spin is 0.607 eV.

# C6H12O

A 2-piece molecular cluster, C6H12O overall in a non-equilibrium geometry (ωB97M-V with the def2-TZVPD basis set, OMol25).

The geometry in XYZ format:
```
19
Properties=species:S:1:pos:R:3
C -2.18 0.75 0.26
C -0.97 0.76 -0.65
C -0.60 -0.63 -1.16
C 1.49 -1.05 1.60
C 2.44 -0.40 0.64
C 1.48 0.24 1.61
O 0.54 -0.59 -2.08
H -3.05 0.36 -0.28
H -2.00 0.10 1.13
H -2.41 1.77 0.59
H -0.12 1.19 -0.12
H -1.15 1.45 -1.49
H -1.47 -1.06 -1.68
H -0.44 -1.33 -0.29
H 1.23 -1.98 2.07
H 2.17 -0.46 -0.41
H 3.50 -0.34 0.91
H 1.17 1.14 2.11
H 0.37 0.12 -2.74
```

Its net charge is 0. The structure (SMILES) is C1=CC1.CCCO. The LUMO energy comes out at 1.09 eV. The value obtained for the largest force on an atom is 1.3 eV/A. The energy above the lowest of the compared OMol25 structures with the same formula, charge and spin is 3.514 eV.

# C6H12O

C6H12O as an isolated structure in a non-equilibrium geometry (ωB97M-V with the def2-TZVPD basis set, OMol25).

The geometry in XYZ format:
```
19
Properties=species:S:1:pos:R:3
C 2.73 0.02 0.34
C 1.42 -0.40 0.99
C 0.27 0.28 0.28
C -1.10 -0.26 0.31
C -1.62 0.13 -1.05
O -3.01 0.19 -0.55
C -2.45 0.32 0.77
H 2.72 -0.25 -0.72
H 2.86 1.10 0.40
H 3.58 -0.46 0.82
H 1.46 -0.17 2.07
H 1.28 -1.48 0.92
H 0.42 -0.08 -1.11
H 0.27 1.38 0.39
H -1.11 -1.36 0.43
H -0.61 -0.44 -1.81
H -1.38 1.15 -1.38
H -2.37 1.37 1.10
H -2.99 -0.27 1.51
```

Its net charge is 0. The LUMO energy comes out at 0.87 eV. The value obtained for the largest force on an atom is 3.5 eV/A. The energy above the lowest of the compared OMol25 structures with the same formula, charge and spin is 5.074 eV.

# C6H12O

One molecule with the formula C6H12O in a non-equilibrium geometry (ωB97M-V with the def2-TZVPD basis set, OMol25).

The geometry in XYZ format:
```
19
Properties=species:S:1:pos:R:3
C 0.20 -0.90 -2.34
O 1.33 -0.20 -2.83
C -0.27 -0.52 -0.90
C 0.49 0.50 -0.07
C 0.07 0.25 1.39
C 0.65 -0.64 2.18
C -1.03 1.15 1.83
H -0.69 -0.72 -2.97
H 0.53 -1.94 -2.45
H 1.21 0.75 -2.74
H -0.44 -1.48 -0.46
H -1.28 -0.09 -1.06
H 0.16 1.51 -0.36
H 1.57 0.48 -0.21
H 1.42 -1.32 1.82
H 0.17 -0.96 3.10
H -1.75 0.57 2.43
H -0.72 1.90 2.56
H -1.62 1.66 1.08
```

Its net charge is 0. The structure (SMILES) is C=C(C)CCCO. The LUMO energy comes out at 0.87 eV. The value obtained for the largest force on an atom is 2.1 eV/A. The energy above the lowest of the compared OMol25 structures with the same formula, charge and spin is 1.724 eV.

# C6H12O

A 2-piece molecular cluster, C6H12O overall in a non-equilibrium geometry (ωB97M-V with the def2-TZVPD basis set, OMol25).

The geometry in XYZ format:
```
19
Properties=species:S:1:pos:R:3
C -1.03 0.80 1.46
C 0.26 1.20 0.78
C 0.52 2.51 0.72
C 1.29 0.26 0.22
C 0.75 -0.97 -0.48
C 1.47 -1.66 -1.37
H -0.93 0.66 2.53
H -1.23 -0.24 1.15
H -1.81 1.47 1.14
H -0.07 3.28 1.20
H 1.41 2.81 0.18
H 2.06 0.69 -0.43
H 1.87 -0.16 1.08
H -0.23 -1.29 -0.17
H 2.37 -1.19 -1.77
H 1.11 -2.54 -1.88
H -2.54 -2.67 -1.24
H -2.67 -1.24 -1.98
O -2.61 -1.72 -1.15
```

Its net charge is 0. The structure (SMILES) is C=CCC(=C)C.O. The LUMO energy comes out at 0.81 eV. The value obtained for the largest force on an atom is 2.4 eV/A. The energy above the lowest of the compared OMol25 structures with the same formula, charge and spin is 2.003 eV.